Model 1:
ORCA calculation (ωB97M-V/def2-TZVPD) on the ion C3H7N2OS with charge +1.

Results
SMILES string ... S=CC[NH2+][C@@H]1NO1
Charge ... +1
Frontier orbital gap ... 8.141 eV
LUMO ... -5.531 eV

Each line ends with the natural charge from an NBO analysis.
Atoms and positions in Å:
S -2.41051 1.14223 -0.60012  0.249
O 2.20706 0.75313 -0.38603  -0.332
N 0.89629 1.53163 -0.61243  -0.287
N 0.53526 -0.75256 0.41962  -0.543
C -0.97970 -0.73478 0.58836  -0.277
C -1.30422 -0.09419 -0.63027  -0.420
C 1.09400 0.62716 0.48462  0.257
H -1.32862 -0.24553 1.49856  0.281
H 0.74726 -1.12643 -0.57164  0.461
H 1.42469 1.24282 1.32056  0.271
H 0.17743 1.24481 -1.27179  0.379
H 1.18431 -1.38723 0.93739  0.470
H -1.10530 -0.47399 -1.64379  0.248
H -1.13796 -1.72707 0.46697  0.242

Model 2:
ORCA calculation (ωB97M-V/def2-TZVPD) on a structure of composition C3H7N2OS.

Results
Charge ... +1
Frontier orbital gap ... 8.104 eV
LUMO ... -4.031 eV

Each line ends with the natural charge from an NBO analysis.
Atoms and positions in Å:
S 3.22236 -0.57788 0.39961  0.283
O 1.33083 1.02973 0.66684  -0.450
N -0.85734 0.21355 0.01937  -0.603
N -0.41435 -1.93142 -0.76153  -0.787
C 1.66476 -0.12864 0.19055  0.087
C -0.12704 -1.06984 0.26347  0.147
C -0.08730 1.28812 0.60091  0.096
H -0.74502 -1.50768 -1.54511  0.335
H -0.59524 1.32507 1.60898  0.226
H -1.04124 0.22618 -1.02706  0.398
H -0.24090 2.19265 0.07915  0.226
H 0.03533 -2.77201 -0.90900  0.420
H -1.85906 0.12952 0.47927  0.482
H 3.66146 0.53835 1.02381  0.142

Of them, the most stable is model 2 and the least stable is model 1.

Model 1:
ORCA calculation (ωB97M-V/def2-TZVPD) on a cluster of 2 separate species, C2H6NP in total.

Results
Charge ... 0
Frontier orbital gap (spin up / spin down) ... 8.265 / 6.684 eV
LUMO (spin up / spin down) ... 0.198 / -0.639 eV

Each line ends with the natural charge from an NBO analysis.
Atoms and positions in Å:
P -2.40350 0.10863 0.16043  -0.070
N 0.92393 -0.29298 -1.47071  -0.642
C 1.35673 0.45854 0.86217  -0.752
C 0.65847 -0.00231 -0.29602  0.399
H 0.81468 0.06915 1.73062  0.253
H -2.34761 -1.17644 0.69861  -0.049
H 1.21942 1.59939 0.73297  0.267
H -3.04697 -0.38998 -1.11033  -0.032
H 2.45653 0.15858 0.88848  0.241
H 0.36833 -0.53258 -2.19622  0.386

Model 2:
ORCA calculation (ωB97M-V/def2-TZVPD) on a cluster of 2 separate species, C2H6NP in total.

Results
Charge ... 0
Frontier orbital gap ... 9.020 eV
LUMO ... 0.640 eV

Each line ends with the natural charge from an NBO analysis.
Atoms and positions in Å:
P 1.92170 -0.25105 1.40427  0.362
N -0.02463 0.68039 -0.41019  -0.409
C -1.24141 0.31763 -1.19946  -0.409
C 0.72152 -0.05354 0.21188  0.017
H 0.97358 -0.85671 2.28394  0.030
H -1.06227 0.58101 -2.28571  0.216
H -1.96089 0.94711 -0.71988  0.218
H -1.30555 -0.69601 -1.05673  0.216
H 1.86223 1.18567 1.85009  -0.016
H 0.11572 -1.85450 -0.07822  -0.225

Of them, the most stable is model 1 and the least stable is model 2.